1.
{"formula": "C17H18BrNS", "method": "ωB97M-V/def2-TZVPD", "mol_weight_g_mol": 348.31, "orbital_gap_ha": 0.1748, "homo_energy_ev": -6.0, "total_energy_ev": -100287.2729, "lumo_energy_ev": -1.28, "species": ["Br", "C", "C", "C", "C", "S", "C", "C", "H", "H", "H", "H", "C", "C", "C", "N", "C", "C", "C", "C", "C", "C", "C", "C", "H", "H", "H", "H", "H", "H", "H", "H", "H", "H", "H", "H", "H", "H"], "positions_angstrom": [[6.04188, 0.47783, -3.18231], [4.15512, 0.52547, -3.04186], [3.42438, -0.67712, -2.98498], [2.03724, -0.64256, -2.89432], [1.34095, 0.59817, -2.82620], [-0.31525, 0.64603, -2.60511], [2.09976, 1.80064, -2.90973], [3.48637, 1.76406, -2.99828], [3.94624, -1.62855, -3.01129], [1.46136, -1.56115, -2.85081], [1.57065, 2.74751, -2.88007], [4.05519, 2.68795, -3.03303], [-1.57674, 2.20894, 2.95073], [-0.80094, 3.06905, 1.94980], [-0.07261, 2.09236, 1.02829], [-0.73601, 0.80787, 1.24433], [-0.33353, -0.27070, 0.61274], [-1.04311, -1.52099, 0.64048], [-2.45751, -1.58708, 0.56177], [-3.10828, -2.81139, 0.67754], [-2.36959, -3.99263, 0.84293], [-0.96661, -3.94040, 0.87553], [-0.30643, -2.72516, 0.75123], [-1.77728, 0.84748, 2.27649], [-0.97610, 2.05375, 3.85128], [-2.53171, 2.64623, 3.23693], [-1.47596, 3.68948, 1.35866], [-0.07660, 3.71716, 2.43808], [-0.10726, 2.34979, -0.03974], [0.99329, 2.02906, 1.30353], [0.64063, -0.21403, 0.10571], [-3.03092, -0.67639, 0.37802], [-4.19976, -2.84772, 0.63330], [-2.88690, -4.94882, 0.95059], [-0.39485, -4.86197, 1.00087], [0.78313, -2.66141, 0.76290], [-1.70988, 0.01699, 2.99794], [-2.78233, 0.79226, 1.82809]], "forces_ev_per_angstrom": [[0.097, -0.006, 0.021], [-1.106, -0.023, 0.119], [0.271, 0.645, -0.080], [0.316, 0.843, 0.130], [1.988, -0.052, -0.085], [-2.297, -0.024, 0.813], [0.337, -0.850, 0.103], [0.154, -0.607, -0.095], [-0.007, 0.114, -0.041], [0.053, 0.084, -0.023], [0.065, -0.098, 0.005], [-0.013, -0.118, -0.043], [0.370, -0.269, 0.259], [-0.144, 0.163, -0.363], [0.661, 0.397, 0.136], [0.551, -1.363, -0.419], [0.357, 1.150, -0.382], [-0.758, -1.348, 0.074], [0.504, -0.061, 0.153], [0.166, -0.118, -0.072], [0.279, 0.393, 0.073], [-0.369, -0.172, -0.021], [-0.266, 0.685, -0.002], [-1.058, 0.385, 0.040], [-0.118, 0.144, -0.007], [0.095, 0.012, 0.055], [0.000, 0.014, 0.092], [-0.152, 0.110, 0.036], [-0.171, -0.195, 0.152], [-0.329, -0.241, -0.084], [-0.512, 0.065, 0.066], [0.192, -0.359, 0.053], [0.398, -0.009, -0.040], [0.202, 0.323, -0.068], [-0.163, 0.309, -0.086], [-0.285, -0.152, 0.006], [0.254, 0.149, -0.535], [0.438, 0.079, 0.056]], "mulliken_charge": [-0.219, 0.059, -0.323, -0.563, 0.038, -0.375, -0.547, -0.321, 0.380, 0.399, 0.372, 0.381, -0.623, -0.592, -0.426, 0.290, -0.461, 0.503, -0.284, -0.677, -0.349, -0.619, -0.320, -0.562, 0.287, 0.343, 0.330, 0.337, 0.168, 0.317, 0.452, 0.510, 0.367, 0.381, 0.377, 0.396, 0.342, 0.233]}

---

2.
{"formula": "C4H13NO", "method": "ωB97M-V/def2-TZVPD", "mol_weight_g_mol": 91.15, "e_above_lowest_ev": 0.967, "orbital_gap_ha": 0.3733, "smiles": "CCCNC.O", "homo_energy_ev": -9.2, "total_energy_ev": -7895.6938, "lumo_energy_ev": 0.96, "species": ["C", "C", "C", "N", "C", "H", "H", "H", "H", "H", "H", "H", "H", "H", "H", "H", "O", "H", "H"], "positions_angstrom": [[2.07073, -1.70439, -0.02884], [0.69156, -1.27478, 0.33680], [0.45478, 0.16562, -0.01579], [-0.88023, 0.66569, -0.16603], [-1.39029, 0.94077, 1.21427], [2.01836, -2.79380, 0.13563], [2.85366, -1.28691, 0.62640], [2.35538, -1.52034, -1.07846], [-0.03383, -1.89143, -0.22800], [0.49797, -1.43084, 1.41550], [0.96688, 0.88901, 0.64746], [0.81819, 0.33879, -1.04700], [-1.40535, -0.08698, -0.62920], [-2.44621, 1.25810, 1.24506], [-0.78135, 1.69277, 1.74369], [-1.29699, -0.02287, 1.74277], [-1.83096, 2.23469, -1.90807], [-1.21782, 1.86230, -1.23455], [-1.44440, 1.96457, -2.77170]], "forces_ev_per_angstrom": [[0.823, -1.270, 0.263], [-1.167, 0.445, 0.458], [1.115, 1.424, -1.687], [-0.824, -0.186, 2.083], [-0.630, -1.040, -0.281], [0.786, 0.231, -0.206], [-0.330, -0.100, -0.256], [-0.302, 0.022, 0.394], [0.166, 0.193, 0.258], [0.120, -0.178, -0.461], [0.169, -0.563, -0.293], [0.798, -0.292, 0.425], [-0.293, 0.623, 0.440], [0.478, -0.107, -0.266], [-0.125, -0.258, -0.566], [-0.273, 0.502, 0.460], [0.196, 0.347, -1.675], [-0.229, -0.202, -0.002], [-0.480, 0.410, 0.911]], "mulliken_charge": [-1.256, -0.103, -0.781, -0.376, -0.883, 0.352, 0.310, 0.336, 0.293, 0.249, 0.377, 0.242, 0.271, 0.313, 0.297, 0.324, -0.730, 0.482, 0.283]}